1.
Density functional theory data (wB97M-V/def2-TZVPD) for CH2O2S2 in the gas phase in a non-equilibrium geometry.

Properties
LUMO (spin up / spin down) ... -0.0712 / -0.0712 Eh
Electronic energy ... -986.02851 hartree
ΔE to the lowest compared entry with this formula, charge and spin ... 65.75 kcal per mole
Total charge ... 0

Atoms and positions in Å:
C1 1.86 0.24 0.56
O1 0.06 1.67 -0.39
O2 2.62 -0.59 0.11
S1 -2.44 -0.22 0.09
S2 0.01 0.23 -0.43
H1 1.86 1.03 1.39
H2 -2.46 0.55 1.20



2.
Density functional theory data (wB97M-V/def2-TZVPD) for CH2O2S2 in the gas phase in a non-equilibrium geometry.

Properties
LUMO ... 0.0053 Eh
Electronic energy ... -985.99163 hartree
ΔE to the lowest compared entry with this formula, charge and spin ... 88.89 kcal per mole
Total charge ... 0

Atoms and positions in Å:
C1 -0.37 -0.31 -0.26
O1 -1.20 0.65 0.61
O2 0.94 -0.06 1.79
S1 -0.82 0.08 -1.99
S2 0.29 0.98 0.74
H1 0.85 -0.93 1.61
H2 0.30 -0.42 -2.50